{"formula": "C4H4N2OS", "method": "ωB97M-V/def2-TZVPD", "homo_ev": -9.4, "gap_ev": 9.415, "e_tot_ha": -737.6347, "lumo_energy_ev": 0.01, "e_above_lowest_ev": 3.6659, "elements": ["S", "O", "N", "N", "C", "C", "C", "C", "H", "H", "H", "H"], "coordinates": [[0.4761, 1.6488, -0.7437], [-1.6342, -0.7772, -0.6939], [-0.3261, 1.7116, 0.6927], [3.0202, -0.2724, 0.3820], [1.8592, -0.4362, -0.1080], [0.7061, -0.1041, -0.8054], [-0.4572, -0.6678, 0.0434], [-0.6577, 0.5031, 1.0684], [-2.1667, 0.2085, -0.4191], [-0.4330, -1.7071, 0.4053], [0.8722, -0.4448, -1.8489], [-1.2589, 0.3376, 2.0272]], "atomic_forces_ev_per_a": [[0.60, 1.84, -1.40], [-3.62, 5.17, 0.81], [-0.97, -2.87, 1.16], [-9.31, -2.01, -3.63], [12.84, 1.87, 5.10], [-1.67, -1.44, -0.89], [-0.74, 0.37, 0.04], [-0.53, 0.52, 1.06], [1.87, -4.38, -1.77], [1.47, 0.58, 0.50], [-0.90, 0.03, 0.47], [0.97, 0.33, -1.44]], "nbo_charge": [0.53, -0.68, -0.52, -0.27, 0.25, -0.58, 0.04, 0.01, 0.48, 0.23, 0.30, 0.22]}